(1)
Here is C28H44BrMgNOP2 as an isolated structure in a non-equilibrium geometry from the Open Molecules 2025 dataset. Energies are from the ωB97M-V functional and the def2-TZVPD basis.

Computed properties:
Calculated total energy (eV): -127332.062
Spin multiplicity: 1
Total charge: +2
Kohn-Sham gap (alpha / beta) (eV): 2.953 / 1.964
HOMO (alpha / beta) (eV): -11.582 / -11.586

Each line ends with the Mulliken charge.
Cartesian coordinates (Å):
C: -0.64 7.41 -3.79  -0.4195
C: -0.81 6.04 -4.04  0.8259
C: -1.12 5.65 -5.35  -0.4162
C: -1.24 6.64 -6.34  -0.3215
N: -1.07 7.93 -6.08  -0.5685
C: -0.78 8.32 -4.85  -0.3272
C: -0.69 5.10 -3.02  -0.0871
C: -0.57 4.20 -2.04  -0.9499
C: -0.44 3.27 -1.04  0.9257
C: 0.61 3.35 -0.12  -0.8065
C: 0.74 2.40 0.92  -0.2013
C: -0.19 1.40 0.98  -0.1224
C: -1.24 1.27 0.12  -0.1840
C: -1.37 2.22 -0.91  -0.7700
Mg: -0.04 -0.01 2.56  0.6214
P: 1.95 -0.94 1.45  0.0920
H: -1.27 4.60 -5.60  0.3828
H: -0.40 7.77 -2.79  0.3992
H: -1.48 6.35 -7.37  0.3587
H: -0.64 9.39 -4.67  0.3656
H: -2.20 2.15 -1.62  0.4229
H: 1.35 4.16 -0.20  0.4262
H: -1.98 0.47 0.19  0.4231
H: 1.58 2.49 1.61  0.5217
C: 2.21 -2.57 2.24  -0.4088
C: 3.17 -3.55 1.62  -1.4014
H: 1.20 -3.04 2.32  0.3297
H: 2.47 -2.36 3.30  0.3340
H: 3.41 -4.36 2.32  0.3992
H: 2.74 -4.02 0.73  0.2601
H: 4.11 -3.07 1.33  0.2744
C: 1.79 -1.19 -0.34  0.5140
C: 2.86 -0.56 -1.24  -1.4978
H: 0.80 -0.80 -0.62  -0.0432
H: 1.73 -2.27 -0.49  0.1500
H: 2.60 -0.74 -2.29  0.4154
H: 2.92 0.53 -1.10  0.2994
H: 3.85 -0.99 -1.07  0.2821
C: 3.37 0.14 1.79  -0.4074
C: 4.77 -0.51 1.77  -1.3897
H: 3.20 0.58 2.79  0.4621
H: 3.32 0.97 1.07  0.3645
H: 5.54 0.26 1.91  0.4301
H: 4.89 -1.23 2.57  0.3348
H: 4.99 -1.00 0.82  0.2046
Br: 0.24 -2.09 4.36  -0.0666
P: -2.66 -3.58 -1.81  0.3800
C: -0.80 -3.65 -1.69  0.1139
C: -0.21 -5.05 -1.84  -1.3343
H: -0.50 -3.19 -0.74  -0.1759
H: -0.43 -3.00 -2.50  0.4955
H: 0.86 -5.00 -2.10  0.3654
H: -0.28 -5.63 -0.91  0.3564
H: -0.71 -5.62 -2.63  0.4220
C: -3.15 -3.27 -0.04  -0.0832
C: -4.57 -3.75 0.33  -1.2067
H: -3.09 -2.18 0.09  -0.0126
H: -2.41 -3.73 0.62  0.4620
H: -4.65 -3.91 1.41  0.3681
H: -5.32 -3.00 0.06  0.3362
H: -4.83 -4.68 -0.17  0.3486
C: -2.88 -1.84 -2.46  -0.2376
C: -3.14 -1.78 -3.97  -1.2536
H: -1.99 -1.26 -2.20  0.1228
H: -3.73 -1.42 -1.92  0.4838
H: -3.62 -0.83 -4.24  0.3811
H: -2.22 -1.85 -4.55  0.3312
H: -3.80 -2.59 -4.30  0.3705
C: -1.30 -0.09 6.54  -0.9983
C: -0.01 0.06 5.85  0.7577
C: 1.28 0.22 6.55  -0.9504
O: -0.04 0.28 4.52  -0.2403
H: -1.16 -0.02 7.61  0.4100
H: -1.81 -1.04 6.32  0.2488
H: -1.96 0.73 6.22  0.3298
H: 2.01 -0.58 6.33  0.2342
H: 1.73 1.18 6.23  0.3077
H: 1.13 0.26 7.61  0.4369

(2)
Here is C25H28Br2N3O4Pt as an isolated structure from the Open Molecules 2025 dataset. Energies are from the ωB97M-V functional and the def2-TZVPD basis.

Computed properties:
Calculated total energy (eV): -182339.559
Expectation value of S²: 6.106
Spin multiplicity: 5
Total charge: +3
Relative energy (zero: lowest compared OMol25 entry of this formula, charge and spin) (kcal/mol): 7.72
Kohn-Sham gap (alpha / beta) (eV): 7.494 / 5.238
HOMO (alpha / beta) (eV): -15.927 / -16.752

Each line ends with the Mulliken charge.
Cartesian coordinates (Å):
Pt: -0.13 0.63 1.03  0.6748
O: 3.21 -3.92 2.39  -0.4045
C: 3.68 -2.75 2.71  1.1235
C: 4.90 -2.61 3.45  -0.7246
C: 5.35 -1.36 3.73  -0.6146
C: 4.61 -0.23 3.30  -0.6533
C: 3.40 -0.38 2.59  -0.0153
C: 2.91 -1.61 2.28  -0.0092
C: 1.57 -1.79 1.57  0.1025
O: 0.66 -0.88 2.01  -0.5941
N: 1.83 -1.70 0.11  -0.0862
N: 0.78 -1.59 -0.68  -0.1698
C: 0.94 -1.87 -1.95  -0.3671
C: -0.13 -1.84 -2.88  0.3712
Br: -1.81 -1.38 -2.23  -0.0363
C: 0.16 -2.20 -4.20  -0.4048
C: -0.60 -2.39 -5.37  1.2846
C: -2.02 -2.28 -5.50  -0.3325
C: -2.61 -2.51 -6.71  -0.8773
C: -1.84 -2.86 -7.82  -0.2637
C: -0.45 -2.98 -7.73  -0.7339
C: 0.16 -2.75 -6.53  -0.3475
H: 3.74 -4.67 2.72  0.4022
H: 5.43 -3.50 3.77  0.3679
H: 6.27 -1.22 4.29  0.4620
H: 4.99 0.76 3.52  0.4609
H: 2.84 0.51 2.30  0.3025
H: 1.19 -2.80 1.78  0.5005
H: 2.65 -2.19 -0.25  0.3631
H: 1.92 -2.17 -2.33  0.3480
H: 1.22 -2.39 -4.34  0.1251
H: -2.63 -2.02 -4.65  0.2902
H: -3.69 -2.44 -6.81  0.4267
H: -2.33 -3.04 -8.77  0.4222
H: 0.14 -3.25 -8.60  0.4280
H: 1.23 -2.84 -6.44  0.3879
C: -0.86 2.32 -1.49  -0.9761
O: -1.40 1.53 -0.40  0.6884
C: -2.84 1.64 -0.24  -0.6907
C: -3.28 2.95 0.35  -0.7616
O: -2.77 3.07 1.65  -0.1009
C: -3.30 4.21 2.32  -0.8004
H: -1.40 2.07 -2.40  0.3105
H: 0.19 2.05 -1.60  0.2883
H: -0.95 3.38 -1.27  0.2893
H: -3.11 0.82 0.43  0.2368
H: -3.29 1.48 -1.22  0.3954
H: -4.37 2.95 0.34  0.4860
H: -2.96 3.80 -0.28  0.3768
H: -4.39 4.16 2.35  0.3529
H: -3.00 5.14 1.81  0.3314
H: -2.92 4.21 3.33  0.2017
Br: 0.80 3.42 1.47  -0.0950
C: -0.03 2.82 3.06  0.6545
C: -0.16 3.61 4.18  -0.7368
C: -0.80 3.04 5.28  -0.2573
C: -1.27 1.74 5.21  -0.7658
C: -1.08 1.02 4.04  -0.2321
N: -0.46 1.57 2.99  -0.3574
H: 0.21 4.62 4.19  0.5060
H: -0.93 3.63 6.18  0.4392
H: -1.77 1.28 6.04  0.4794
H: -1.41 0.00 3.93  0.5284

(3)
Here is C34H32BiBrIN10O4 as an isolated structure in a non-equilibrium geometry from the Open Molecules 2025 dataset. Energies are from the ωB97M-V functional and the def2-TZVPD basis.

Computed properties:
Calculated total energy (eV): -142853.109
Spin multiplicity: 1
Total charge: -1
Relative energy (zero: lowest compared OMol25 entry of this formula, charge and spin) (kcal/mol): 11.98
Kohn-Sham gap (eV): 6.328
HOMO (eV): -4.226

Each line ends with the Mulliken charge.
Cartesian coordinates (Å):
Bi: 1.15 0.28 -0.23  1.9393
O: -0.10 2.59 4.08  -0.7964
C: 0.00 3.86 3.62  0.1284
C: 0.02 4.91 4.55  -0.5832
C: 0.11 6.22 4.11  -0.3418
C: 0.20 6.50 2.75  -0.7948
C: 0.19 5.47 1.83  -0.2762
C: 0.08 4.14 2.25  0.3933
C: 0.02 3.01 1.28  0.8021
O: -0.18 1.83 1.73  -0.9596
N: 0.13 3.34 0.02  -0.8967
N: 0.12 2.27 -0.86  0.4557
C: -0.49 2.50 -1.97  -0.6048
C: -0.76 1.60 -3.05  0.8207
C: -1.33 2.15 -4.22  -0.7822
C: -1.69 1.38 -5.29  -0.6350
C: -1.50 -0.01 -5.23  -0.6424
C: -0.98 -0.58 -4.09  -0.3477
C: -0.59 0.19 -2.98  0.0201
O: -0.12 -0.44 -1.94  -0.5185
H: -0.20 2.04 3.24  0.3522
H: -0.08 4.67 5.60  0.4388
H: 0.10 7.02 4.84  0.3930
H: 0.26 7.53 2.42  0.3992
H: 0.26 5.65 0.77  0.4772
H: -0.90 3.51 -2.08  0.2932
H: -1.47 3.23 -4.26  0.3427
H: -2.12 1.84 -6.18  0.3665
H: -1.76 -0.63 -6.08  0.4197
H: -0.82 -1.65 -4.02  0.3905
C: 3.89 4.36 1.84  -1.3918
N: 3.61 3.23 2.71  0.3116
C: 3.78 3.42 4.13  -1.3110
C: 3.23 2.04 2.15  0.3082
N: 2.83 1.94 0.93  -0.2972
N: 3.34 0.97 3.01  -0.1701
C: 3.07 -0.39 2.72  0.3551
N: 2.44 -1.04 3.75  -0.6806
N: 3.49 -0.91 1.64  -0.5531
H: 4.61 5.01 2.34  0.4832
H: 2.99 4.94 1.61  0.3369
H: 4.34 4.01 0.91  0.4901
H: 4.76 3.09 4.48  0.2762
H: 3.00 2.91 4.70  0.4518
H: 3.66 4.48 4.35  0.4605
H: 2.75 2.84 0.47  0.0545
H: 3.31 1.18 3.99  0.2070
H: 1.93 -0.42 4.38  0.2638
H: 1.82 -1.77 3.40  0.2831
H: 3.20 -1.88 1.55  0.2584
Br: -8.44 -4.44 -0.14  -0.2304
C: -6.72 -4.90 -0.83  0.1502
C: -6.32 -6.23 -0.85  -0.5181
C: -5.07 -6.55 -1.35  -0.3478
C: -4.20 -5.57 -1.82  0.1029
C: -4.63 -4.23 -1.79  0.1259
C: -5.88 -3.90 -1.30  -0.6652
N: -3.07 -5.95 -2.53  -0.9195
N: -1.92 -5.45 -2.49  -0.1280
C: -1.42 -4.68 -1.48  -0.0812
C: -1.98 -4.54 -0.20  -0.3103
C: -1.43 -3.74 0.76  -1.0754
C: -0.25 -2.97 0.53  0.1666
O: 0.22 -2.19 1.38  -0.6540
C: 0.40 -3.17 -0.77  -0.0402
N: 1.59 -2.53 -0.97  -0.3155
C: 2.21 -2.73 -2.11  -0.6064
C: 1.69 -3.50 -3.16  -0.8666
C: 0.48 -4.12 -2.98  -0.4124
C: -0.18 -4.01 -1.74  1.6212
H: -6.98 -6.99 -0.48  0.3920
H: -4.75 -7.59 -1.37  0.3705
H: -3.97 -3.45 -2.15  0.4949
H: -6.20 -2.87 -1.28  0.4103
H: -2.86 -5.12 0.05  0.4180
H: -1.88 -3.65 1.74  0.4309
H: 3.18 -2.26 -2.21  0.6481
H: 2.24 -3.59 -4.08  0.4025
H: 0.03 -4.71 -3.76  0.4335
I: 2.75 0.45 -3.76  -0.1112
C: 2.90 0.77 -1.65  -1.5087
H: 3.16 1.81 -1.55  0.6419
H: 3.72 0.15 -1.31  0.5912

(4)
Here is C19H23CdNP as an isolated structure in a non-equilibrium geometry from the Open Molecules 2025 dataset. Energies are from the ωB97M-V functional and the def2-TZVPD basis.

Computed properties:
Calculated total energy (eV): -35416.149
Spin multiplicity: 1
Total charge: -1
Kohn-Sham gap (alpha / beta) (eV): 3.449 / 4.069
HOMO (alpha / beta) (eV): -0.401 / -0.903

Each line ends with the Mulliken charge.
Cartesian coordinates (Å):
C: -0.89 -0.57 -1.35  -1.1994
Cd: 0.35 0.94 -0.39  -0.0520
N: 2.25 1.53 -1.76  -1.3009
H: -4.29 -0.56 0.02  -0.0201
H: -4.17 -1.25 -0.24  0.0164
H: -1.65 -0.85 -0.62  0.1132
H: -0.27 -1.44 -1.59  0.3257
H: -1.36 -0.16 -2.25  0.3095
H: 3.12 1.15 -1.38  0.2767
H: 2.36 2.55 -1.85  0.5204
H: 2.13 1.16 -2.71  0.4267
C: 0.97 5.24 4.35  -0.4493
C: 1.58 5.04 3.11  -0.4147
C: 1.41 3.83 2.43  -0.5432
C: 0.66 2.79 3.01  0.3079
C: 0.01 3.02 4.23  0.0995
C: 0.18 4.23 4.91  -0.6264
P: 0.68 1.16 2.16  0.5883
C: 2.31 0.51 2.70  0.1786
C: 3.18 -0.10 1.77  -0.4636
C: 4.45 -0.51 2.18  -0.5113
C: 4.87 -0.33 3.49  -0.5871
C: 4.01 0.27 4.42  -0.6139
C: 2.73 0.68 4.02  -0.1587
C: -0.53 0.18 3.13  0.4153
C: -0.19 -1.01 3.79  -0.3021
C: -1.13 -1.66 4.59  -0.5088
C: -2.43 -1.16 4.70  -0.4269
C: -2.81 -0.03 3.96  -0.4982
C: -1.86 0.63 3.18  -0.6124
H: 1.10 6.19 4.89  0.3188
H: 2.20 5.82 2.67  0.3535
H: 1.89 3.69 1.46  0.1248
H: -0.61 2.24 4.69  0.2424
H: -0.32 4.38 5.87  0.3674
H: 2.85 -0.27 0.74  0.1427
H: 5.12 -0.98 1.45  0.3381
H: 5.86 -0.65 3.81  0.3166
H: 4.33 0.42 5.45  0.3560
H: 2.07 1.15 4.75  0.3040
H: 0.82 -1.42 3.70  0.3463
H: -0.83 -2.56 5.15  0.3562
H: -3.15 -1.65 5.35  0.3491
H: -3.83 0.34 4.01  0.3750
H: -2.15 1.53 2.63  0.4198

Question: spin multiplicity of number 2 (C25H28Br2N3O4Pt)?
Answer: 5

Question: Which value of total charge does entry 4 give?
Answer: -1

Please write out number 4 again, unchanged.
Here is C19H23CdNP as an isolated structure in a non-equilibrium geometry from the Open Molecules 2025 dataset. Energies are from the ωB97M-V functional and the def2-TZVPD basis.

Computed properties:
Calculated total energy (eV): -35416.149
Spin multiplicity: 1
Total charge: -1
Kohn-Sham gap (alpha / beta) (eV): 3.449 / 4.069
HOMO (alpha / beta) (eV): -0.401 / -0.903

Each line ends with the Mulliken charge.
Cartesian coordinates (Å):
C: -0.89 -0.57 -1.35  -1.1994
Cd: 0.35 0.94 -0.39  -0.0520
N: 2.25 1.53 -1.76  -1.3009
H: -4.29 -0.56 0.02  -0.0201
H: -4.17 -1.25 -0.24  0.0164
H: -1.65 -0.85 -0.62  0.1132
H: -0.27 -1.44 -1.59  0.3257
H: -1.36 -0.16 -2.25  0.3095
H: 3.12 1.15 -1.38  0.2767
H: 2.36 2.55 -1.85  0.5204
H: 2.13 1.16 -2.71  0.4267
C: 0.97 5.24 4.35  -0.4493
C: 1.58 5.04 3.11  -0.4147
C: 1.41 3.83 2.43  -0.5432
C: 0.66 2.79 3.01  0.3079
C: 0.01 3.02 4.23  0.0995
C: 0.18 4.23 4.91  -0.6264
P: 0.68 1.16 2.16  0.5883
C: 2.31 0.51 2.70  0.1786
C: 3.18 -0.10 1.77  -0.4636
C: 4.45 -0.51 2.18  -0.5113
C: 4.87 -0.33 3.49  -0.5871
C: 4.01 0.27 4.42  -0.6139
C: 2.73 0.68 4.02  -0.1587
C: -0.53 0.18 3.13  0.4153
C: -0.19 -1.01 3.79  -0.3021
C: -1.13 -1.66 4.59  -0.5088
C: -2.43 -1.16 4.70  -0.4269
C: -2.81 -0.03 3.96  -0.4982
C: -1.86 0.63 3.18  -0.6124
H: 1.10 6.19 4.89  0.3188
H: 2.20 5.82 2.67  0.3535
H: 1.89 3.69 1.46  0.1248
H: -0.61 2.24 4.69  0.2424
H: -0.32 4.38 5.87  0.3674
H: 2.85 -0.27 0.74  0.1427
H: 5.12 -0.98 1.45  0.3381
H: 5.86 -0.65 3.81  0.3166
H: 4.33 0.42 5.45  0.3560
H: 2.07 1.15 4.75  0.3040
H: 0.82 -1.42 3.70  0.3463
H: -0.83 -2.56 5.15  0.3562
H: -3.15 -1.65 5.35  0.3491
H: -3.83 0.34 4.01  0.3750
H: -2.15 1.53 2.63  0.4198

Question: What is the calculated total energy in the third record?
Answer: -142853.109 eV